1.
A molecular structure, C43H63F30N16O21S10, computed with ωB97M-V with the def2-TZVPD basis set.

Frontier orbital gap in eV: 9.8

Structure (ORCA input):
```
! wB97M-V def2-TZVPD RIJCOSX def2/J DEFGRID3
* xyz 1 1
H 2.214 3.755 -0.245
F 0.694 5.043 -8.371
H 3.035 -1.092 3.069
S -5.644 -0.720 1.750
C -3.345 -4.581 -2.396
C 1.647 -0.669 6.199
H 1.227 7.713 -0.462
H -0.902 -4.809 -4.052
H 2.985 1.033 5.700
S -7.166 -1.540 -0.455
H -2.375 -2.349 -0.261
H -3.385 -0.121 -0.394
H 5.725 3.654 -5.541
H 0.280 -3.537 -3.969
O 1.809 5.109 2.742
F 6.651 3.938 3.873
O 1.479 5.445 5.150
F -0.586 -0.804 1.751
F 0.443 2.473 3.069
O 0.930 -3.907 4.826
H -0.381 -4.169 -1.618
C -1.190 -6.522 1.328
C 1.299 5.704 -3.998
N 2.891 3.475 4.625
F 2.725 5.338 -8.854
F 1.603 3.630 -9.706
F -0.565 -0.709 -0.414
H -5.071 -4.963 4.711
F -6.394 0.141 4.201
S 1.364 0.808 0.504
C 4.667 -1.212 5.828
H 0.845 -0.039 6.501
O -7.376 -0.152 -0.769
F -0.521 -7.654 1.407
F -1.937 -6.524 0.221
F 1.263 1.626 -4.270
O 3.883 3.279 -7.330
H -1.865 2.028 -1.163
O 0.568 1.932 0.231
H -3.148 -5.076 -3.376
H 4.752 -0.925 6.858
C 5.190 -0.235 -7.173
O 4.626 1.785 4.060
N 1.752 3.963 -5.981
O 3.568 4.288 -4.345
C -5.738 -5.283 -1.938
H -5.559 -6.286 -2.275
H 6.273 -2.669 5.282
F 5.236 5.458 4.273
H -2.566 0.575 3.596
N -6.268 -1.810 0.809
C 5.486 4.205 4.425
H -5.065 -0.108 -1.071
S 1.809 4.554 4.097
O 2.537 -3.772 2.832
F 0.130 1.691 -2.417
O 3.424 0.043 -2.832
S -0.036 -5.010 1.437
H 2.088 0.370 4.347
C 4.499 1.094 -5.471
H -3.527 -1.263 -2.723
H 3.546 -1.629 -4.387
F 1.663 6.795 -3.320
H -2.912 5.603 -0.740
C 1.511 5.668 -0.326
C 1.043 1.026 -3.096
H -2.387 0.023 -2.595
H 2.869 7.236 -0.165
C -6.800 -0.799 3.290
C -2.612 -1.957 4.288
F -9.501 -1.488 0.790
C 2.478 -5.943 4.396
N 2.583 4.698 0.005
H 6.720 2.590 -4.476
H 4.585 -2.494 1.866
H -6.344 -4.670 -2.640
O -5.703 0.630 1.353
O 2.126 0.743 1.721
C -2.895 2.358 -1.267
N -3.051 -3.082 4.833
N -4.004 1.635 -1.303
H -0.720 -2.564 -2.005
H -2.192 -1.852 3.270
N -2.753 -0.950 5.105
C 5.187 -2.912 2.685
F 5.538 3.861 5.637
H 7.222 2.853 -6.150
O -6.672 -2.401 -1.466
S 2.447 3.308 -7.202
C -4.234 -3.660 -0.649
C 1.786 4.384 -8.600
H 6.254 -2.888 2.425
H 4.662 4.049 -0.219
H 2.129 -0.080 -5.781
F -8.832 -3.519 0.379
C -0.785 -3.769 -3.776
C 0.272 3.446 4.007
N 4.144 0.038 -6.250
H -1.917 5.251 -1.990
H 1.098 -1.451 5.679
C 3.163 -1.945 -5.385
H -5.102 -3.984 3.143
C -8.849 -2.251 -0.040
H -3.665 0.892 4.838
O 0.942 -5.246 0.414
C -2.702 0.480 4.682
C -3.292 -1.389 6.257
C 6.185 0.629 -6.895
N 3.704 -0.701 5.001
C 6.373 2.745 -5.457
H 3.872 1.343 -4.626
H 2.238 -2.619 -5.354
H 1.655 7.032 1.133
N 0.543 -5.284 2.842
H 5.144 -0.967 -7.973
S 2.556 0.882 -2.053
H -3.972 -3.426 6.760
O 1.877 1.989 -7.488
H 2.222 -1.073 7.075
S 1.592 -4.517 3.625
F -9.525 -2.207 -1.191
H -6.045 2.103 -1.454
F 3.201 -6.661 3.538
N 4.806 -2.123 3.855
O 2.912 2.222 -1.699
H 2.773 4.677 1.005
N 1.956 0.150 -0.798
N -4.442 -4.528 -1.711
F -0.821 4.148 3.640
C 3.938 4.765 -0.722
N 5.721 1.450 -5.881
C -2.312 4.779 -1.124
C 2.560 0.089 5.323
O 3.165 6.179 -5.885
C 1.824 7.035 0.025
C 3.787 -1.304 3.807
H -5.101 -3.418 -0.080
H -1.911 1.101 5.214
F 3.352 -5.654 5.436
N -3.178 3.643 -1.410
C -4.554 3.739 -1.592
H -1.457 -3.139 -4.377
F 1.037 4.774 -3.142
S 2.706 5.015 -5.191
F 0.555 -0.233 -3.373
C -1.038 -3.579 -2.284
C -5.054 2.446 -1.499
O 4.110 3.497 2.385
H -4.733 -5.629 3.192
F 0.914 -1.866 0.612
O -4.452 -1.321 2.236
O -0.875 -3.840 1.392
F -0.057 2.815 5.136
H -6.169 -5.251 -0.960
H -2.705 -3.918 3.027
C -3.435 -0.204 -2.523
H 3.834 -2.573 -6.000
C -3.538 -2.709 6.089
F -2.035 -6.562 2.326
F -6.641 -1.951 3.900
F 1.582 -6.769 4.899
H 7.059 0.872 -7.458
C -2.968 -3.150 -0.784
H -3.984 0.241 -3.297
H 4.350 5.801 -0.595
H 4.965 -4.019 2.887
S 4.168 3.099 3.760
H -2.409 -5.014 4.292
H 2.490 -0.919 -7.226
C 0.248 -0.700 0.669
H -1.478 4.610 -0.457
C 2.869 -0.726 -6.246
H 3.875 4.491 -1.782
N -2.407 -3.724 -1.851
C -3.133 -4.273 3.945
C -4.568 -4.733 3.768
F 0.144 6.042 -4.684
C 5.436 -2.039 5.104
O 0.513 5.167 -0.781
H -3.755 -0.766 7.022
F -8.068 -0.651 2.956
H -5.029 4.692 -1.831
C -3.997 0.202 -1.208
*
```


2.
5 unconnected molecules or ions with the total composition C43H63IO17, computed with ωB97M-V with the def2-TZVPD basis set.

Frontier orbital gap in eV: 7.5

Structure (ORCA input):
```
! wB97M-V def2-TZVPD RIJCOSX def2/J DEFGRID3
* xyz 0 1
H 7.551 -3.294 0.725
H 2.800 1.477 -1.880
C -5.330 9.115 -4.214
C -3.852 -0.632 -2.792
H -2.843 2.468 6.054
H -4.933 3.656 -2.228
O -0.801 2.826 -4.388
H 5.869 -8.714 0.233
H 0.190 4.782 0.677
H -1.452 -4.523 -1.164
C 1.029 3.856 -1.219
C -0.723 3.550 5.136
H 3.144 0.888 -3.572
H 2.220 -10.599 6.870
C -2.166 2.474 -4.673
H -1.074 6.721 -4.621
C 0.765 3.334 -2.565
C 6.368 -7.992 0.880
O 1.908 -2.827 -1.796
H 2.377 -8.927 8.759
C -3.741 0.730 -3.370
H 1.424 0.769 -2.848
H 5.994 -13.059 5.413
H -2.217 2.306 -5.789
C 2.368 1.364 -2.917
O -2.493 7.748 -5.726
C 1.377 3.755 4.168
H 3.673 -2.512 -0.728
C -1.351 0.109 -4.076
C 6.511 -3.336 1.047
H -4.716 2.489 -4.202
H -2.609 5.887 0.173
C -1.530 -1.209 -3.517
O 0.026 4.211 4.244
O -4.204 8.906 -5.078
C -0.622 3.302 -3.072
H 1.423 2.678 4.006
C -4.886 9.622 -2.857
C -2.578 4.763 0.088
O 5.882 -4.542 0.611
I -5.735 -1.127 -1.829
H -7.402 1.985 0.558
C -0.034 4.357 -0.334
O -0.361 2.618 5.807
H 1.848 4.250 3.321
O 0.396 -2.153 -4.564
C 2.802 -9.679 6.781
C 6.538 -12.115 5.432
O 4.387 -11.840 6.945
H -5.595 2.033 0.470
C 1.097 -3.934 -2.253
H -2.452 4.383 1.140
H -7.202 3.332 -1.778
H 1.659 2.840 -4.484
C 3.255 3.770 -3.238
H 6.634 -7.664 3.002
H -5.788 4.363 0.200
H 7.243 -12.104 4.602
O 5.656 -11.005 5.265
H 1.915 4.029 5.076
H 1.535 -4.235 -3.251
H -3.853 3.880 5.788
C -5.075 2.559 -1.993
H 3.848 -9.905 8.661
O 3.928 -9.873 5.915
H -7.089 1.532 -1.791
H 6.443 -9.363 2.546
C -4.898 1.776 -3.359
C 6.546 -5.655 0.950
C 3.241 -9.164 8.137
H 3.591 3.857 -2.176
H -4.257 10.508 -2.965
C 4.626 -10.995 6.121
H 5.046 -8.265 2.563
C -6.531 2.562 0.150
H -4.291 8.872 -2.332
H -5.957 9.866 -4.697
H -2.732 3.735 -2.479
O -1.932 4.121 5.165
C -2.453 1.089 -4.008
H 6.441 -3.251 2.132
C -1.400 4.281 -0.824
C -2.844 -3.056 -2.296
C -2.780 -1.612 -2.846
C -2.859 3.558 6.102
H 4.105 3.282 -3.800
C -1.631 6.624 -5.554
O -3.779 6.930 -4.049
H 2.163 -8.938 6.299
H 3.659 -4.048 -1.762
H 3.856 -8.269 8.027
H -5.925 8.204 -4.128
C -1.660 3.763 -2.164
O -3.844 -3.717 -2.161
C -0.372 -2.231 -3.634
H -0.384 0.369 -4.575
H -2.561 5.150 7.528
H 2.631 -3.953 -0.226
O -6.566 3.930 0.598
C 6.109 -8.346 2.331
H -5.748 9.871 -2.237
H -2.186 5.686 -5.574
C 3.050 -3.372 -1.095
O 5.819 -6.706 0.558
H 7.433 -8.027 0.641
H -3.576 4.420 -0.293
H -4.319 2.310 -1.209
H -1.611 3.713 7.862
H 7.094 -12.011 6.364
H 3.087 4.767 -3.730
H -5.853 1.234 -3.602
O 7.603 -5.696 1.526
H 1.102 -4.798 -1.542
H -3.348 3.704 8.199
H 2.062 3.908 -0.797
C -6.576 2.462 -1.446
H 5.974 -2.503 0.597
C -3.524 7.774 -4.872
C -2.583 4.058 7.506
H -2.918 3.268 -4.453
C -1.464 -3.705 -1.929
C -0.310 -3.343 -2.539
C 1.985 2.833 -3.406
H -0.923 6.621 -6.381
*
```


3.
6 unconnected molecules or ions with the total composition C43H64ClNO13S, computed with ωB97M-V with the def2-TZVPD basis set.

Frontier orbital gap in eV: 7.9

Structure (ORCA input):
```
! wB97M-V def2-TZVPD RIJCOSX def2/J DEFGRID3
* xyz 0 1
C -6.896 8.285 5.240
C -4.180 8.455 3.335
C 7.128 0.646 -2.777
H -4.082 8.723 4.384
O 5.632 -6.311 -2.664
C -2.797 -4.524 -1.215
H 3.326 0.229 0.390
H 6.693 1.421 -2.145
C -6.824 1.144 1.391
H -5.711 -2.702 -3.384
C 2.693 0.301 -1.697
H -7.829 7.935 4.794
C -4.767 7.086 3.107
C 5.579 -4.292 -1.269
H -5.195 1.337 -0.041
C 3.729 1.993 4.531
H 3.560 2.958 -1.269
H -3.285 -5.334 -1.763
C -4.380 -0.436 -6.355
C 0.468 -0.786 0.697
H -3.232 -3.595 -1.587
H -3.173 8.469 2.917
O 7.506 -1.333 -1.370
C 8.860 -0.957 -1.090
H -6.281 6.348 5.907
C 3.618 2.152 2.251
H 3.940 -7.362 -3.047
H 2.588 -5.428 -3.804
C -2.079 -0.483 0.523
H 4.112 -5.526 -4.709
H -4.792 9.196 2.819
O 5.654 -1.192 -2.560
N -3.362 -0.251 1.148
C 6.314 -5.456 -1.882
C -5.883 7.159 5.295
C -3.363 0.855 2.069
H 1.395 -0.825 1.321
H 4.576 1.560 2.125
H -2.542 -3.774 0.787
H -5.437 -0.188 -6.293
O 0.504 -5.396 -2.111
C -4.363 3.028 2.954
H 1.383 -0.534 5.565
H -0.778 -7.039 -0.179
C 0.623 -0.930 -0.753
H 1.703 -1.486 -2.550
H -3.945 0.251 -7.081
H 3.659 0.220 -2.269
O 4.823 1.719 4.962
O -5.658 6.601 3.994
C -4.401 1.911 1.987
O -7.677 0.790 0.644
C 1.974 -1.120 -1.515
C -2.335 0.985 3.129
H -7.284 -2.068 -3.908
H 4.388 3.857 1.160
H 4.874 2.007 -0.336
C -5.723 -0.585 -3.782
C -0.627 -0.884 -1.550
H -4.259 -1.458 -6.713
H -6.542 9.113 4.624
C -0.831 -0.568 1.317
O -4.297 -0.494 -3.896
H 3.927 -4.328 -3.441
H -1.529 2.124 4.909
H 6.052 -4.051 -0.317
O 7.505 -5.584 -1.745
H 2.727 1.471 2.324
C -1.101 -6.879 -1.208
H 8.424 1.039 -0.361
C 2.488 1.290 5.149
C -1.953 -0.670 -0.938
C -0.610 -5.533 -1.677
H -4.943 7.463 5.760
C 6.715 -0.706 -2.255
C -5.516 1.897 0.879
C 3.789 2.320 -0.370
H -2.589 -5.525 0.698
H 4.534 -4.497 -1.049
H -5.761 2.941 0.528
Cl -6.951 0.807 3.184
C -3.021 -4.614 0.280
C -2.309 2.057 4.108
C -3.351 3.107 4.021
H -6.216 0.155 -4.415
H 9.955 0.362 0.218
H 8.205 0.782 -2.840
H -4.089 -4.602 0.510
C 4.203 -6.353 -2.723
O -2.461 -0.039 -5.035
C 3.550 3.116 0.993
H -0.660 -7.646 -1.846
H 1.705 1.885 5.692
H 2.584 3.685 1.003
C 8.919 0.124 -0.030
H -5.973 -2.310 -5.073
C 2.290 -0.051 5.115
H -0.597 -0.999 -2.666
H 3.765 -6.226 -1.731
H -7.104 8.663 6.242
H 5.655 -3.430 -1.934
H 3.047 -0.758 4.680
O -1.401 -4.461 -1.525
H -2.841 -0.656 -1.619
H 9.352 -1.856 -0.715
H -5.121 3.853 2.889
H 8.406 -0.204 0.876
H -4.079 -0.166 0.430
H 9.387 -0.677 -2.004
H 6.743 0.753 -3.791
C 3.673 -5.351 -3.724
H 2.654 -1.898 -1.081
C 2.909 1.014 -0.308
H -3.338 3.957 4.751
O 3.646 2.922 3.492
H 1.996 0.888 -2.370
S -1.064 -0.339 3.122
H -2.179 -7.003 -1.280
O -4.511 6.460 2.112
H -5.963 -0.317 -2.751
C -6.205 -1.995 -4.054
H 1.883 1.335 0.044
C -3.639 -0.277 -5.052
*
```


What did we get for molecular weight? Answer: 2030.678; 978.864; 870.499 u, in the order shown.
What did we get for max |F|? Answer: 4.4; 2.9; 3.3 eV/Å, in the order shown.
What did we get for LUMO? Answer: -1.68; -0.86; 0.34 eV, in the order shown.